Record 1
{
  "formula": "C7H8O",
  "method": "ωB97M-V/def2-TZVPD",
  "energy_ev": -9431.837,
  "relative_energy_kj_mol": 425.1,
  "smiles": "C/C=c1\\c(=O)\\c1=C/C",
  "orbital_gap_ha": 0.304,
  "symbols": ["C", "C", "C", "C", "C", "C", "C", "O", "H", "H", "H", "H", "H", "H", "H", "H"],
  "xyz": [[0.00591, -0.65538, 0.34719], [-0.18696, 0.75274, 0.17640], [-1.22262, -0.05602, 0.79776], [0.79159, -1.66610, 0.06604], [0.24071, 1.81002, -0.43818], [0.51319, -3.23881, 0.28265], [-0.45663, 3.12882, -0.59813], [-2.31261, -0.23696, 1.25442], [1.71680, -1.37633, -0.53752], [1.28165, 1.86256, -0.64886], [-0.23065, -3.11118, 0.99079], [1.34196, -3.71603, 0.69641], [0.22541, -3.72601, -0.59627], [-0.19620, 3.68405, 0.31947], [-1.54200, 3.02690, -0.69353], [0.03043, 3.51775, -1.41863]]
}

=====

Record 2
{
  "formula": "C11H8N2O3SeSr",
  "method": "ωB97M-V/def2-TZVPD",
  "energy_ev": -86822.425,
  "charge": 2,
  "orbital_gap_ha": 0.204,
  "symbols": ["O", "C", "Sr", "C", "C", "O", "O", "C", "N", "C", "Se", "N", "C", "C", "C", "C", "C", "C", "H", "H", "H", "H", "H", "H", "H", "H"],
  "xyz": [[0.00032, 2.94331, -1.04382], [0.00098, 1.88399, -0.68163], [0.01201, 0.00507, 0.39497], [1.63075, -0.94098, -0.67791], [-1.63052, -0.93969, -0.68059], [2.54624, -1.47066, -1.04154], [-2.54760, -1.46953, -1.04504], [-1.12823, 1.25704, 3.65012], [0.10739, 0.68676, 4.25054], [1.34929, 0.69140, 3.66909], [1.83150, 1.39498, 2.10657], [2.23009, 0.09656, 4.54880], [1.52747, -0.29129, 5.72597], [1.96868, -0.87524, 6.83344], [1.02882, -1.11265, 7.82131], [-0.31050, -0.75047, 7.64636], [-0.74712, -0.13992, 6.48091], [0.17822, 0.08348, 5.53301], [-1.98659, 1.12671, 4.32050], [-1.34464, 0.72883, 2.70740], [-0.98183, 2.31876, 3.45411], [3.23417, -0.03480, 4.41505], [3.02255, -1.13890, 6.93492], [1.34956, -1.59205, 8.75872], [-1.03600, -0.94997, 8.45209], [-1.78902, 0.15215, 6.33446]]
}

=====

Record 3
{
  "formula": "C32H44N4O3",
  "method": "ωB97M-V/def2-TZVPD",
  "energy_ev": -46002.927,
  "relative_energy_kj_mol": 19.2,
  "smiles": "COc1ccc(C[C@@H]2CN3C(=NC[C@@H]3Cc3ccc(O)cc3)N2C[C@H](C)NC(=O)CCC2CCCCC2)cc1",
  "orbital_gap_ha": 0.315,
  "symbols": ["C", "H", "O", "C", "C", "C", "C", "C", "C", "H", "H", "C", "H", "H", "C", "N", "C", "N", "C", "H", "H", "C", "N", "C", "H", "H", "C", "C", "C", "C", "C", "C", "C", "H", "H", "O", "H", "H", "H", "H", "H", "H", "C", "H", "H", "C", "N", "C", "O", "C", "H", "H", "C", "H", "H", "C", "C", "C", "C", "C", "C", "H", "H", "H", "H", "H", "H", "H", "H", "H", "H", "H", "H", "C", "H", "H", "H", "H", "H", "H", "H", "H", "H"],
  "xyz": [[-4.29865, -3.00223, 1.97733], [-4.98052, -3.60182, 1.37645], [-3.01982, -3.54110, 1.75395], [-1.94835, -2.93801, 2.33683], [-0.69937, -3.46658, 2.01131], [0.44987, -2.90823, 2.52536], [0.39861, -1.81517, 3.38445], [-0.84938, -1.32952, 3.74377], [-2.01279, -1.87083, 3.22464], [-2.96149, -1.45230, 3.52293], [-0.93046, -0.51175, 4.44381], [1.67045, -1.17075, 3.86668], [2.49956, -1.86599, 3.72092], [1.60986, -0.94391, 4.93315], [1.98721, 0.14433, 3.10948], [1.71401, 0.04438, 1.68146], [0.48766, 0.56492, 1.44803], [-0.26166, 0.60498, 0.40970], [-1.44240, 1.35085, 0.82087], [-2.26456, 0.64398, 0.97928], [-1.73174, 2.04723, 0.03448], [-1.06974, 2.06414, 2.15510], [0.02470, 1.21779, 2.56128], [1.06747, 1.31096, 3.54244], [1.60589, 2.27046, 3.50124], [0.68384, 1.18203, 4.55803], [-0.68662, 3.55448, 1.96549], [0.09820, 3.79126, 0.70776], [1.46633, 3.56853, 0.64783], [2.16256, 3.70985, -0.53830], [1.49571, 4.07154, -1.70092], [0.13049, 4.33200, -1.64821], [-0.55035, 4.19507, -0.45617], [-1.60918, 4.41152, -0.42828], [-0.37694, 4.63401, -2.55041], [2.13337, 4.19552, -2.89476], [3.05629, 3.93023, -2.80253], [3.22898, 3.53463, -0.56792], [2.00601, 3.28788, 1.54093], [-0.11991, 3.87779, 2.84216], [-1.61275, 4.13093, 1.93044], [-1.88290, 2.00329, 2.88726], [2.34583, -0.90523, 0.79524], [3.06784, -1.48806, 1.36881], [1.58681, -1.57644, 0.37992], [3.07484, -0.20413, -0.36353], [2.11701, 0.47534, -1.21040], [2.05540, 0.24262, -2.54108], [2.89791, -0.40285, -3.13586], [0.88516, 0.91211, -3.23998], [1.30526, 1.69967, -3.87005], [0.21791, 1.37385, -2.51236], [0.12382, -0.08214, -4.12524], [-0.26934, 0.44233, -4.99953], [0.83292, -0.83266, -4.48198], [-1.04740, -0.76975, -3.41661], [-1.76967, -1.69696, -4.39838], [-2.96278, -2.38314, -3.74043], [-2.50979, -3.17884, -2.52126], [-1.79891, -2.26058, -1.53432], [-0.60777, -1.56439, -2.18701], [-0.16113, -0.89476, -1.45255], [0.13829, -2.30542, -2.48436], [-2.49810, -1.50037, -1.17761], [-1.46299, -2.83014, -0.66614], [-3.36834, -3.65350, -2.04027], [-1.82529, -3.96868, -2.83936], [-3.45384, -3.04344, -4.45949], [-3.68915, -1.62786, -3.42987], [-2.10621, -1.12523, -5.26701], [-1.06776, -2.45589, -4.75208], [-1.75174, 0.00383, -3.08708], [1.29365, 0.84691, -0.74786], [4.13811, 0.76176, 0.15977], [4.63640, 1.24571, -0.67566], [4.88278, 0.22195, 0.73992], [3.67773, 1.51850, 0.78871], [3.55974, -0.96271, -0.99137], [3.04227, 0.39465, 3.26982], [1.40534, -3.33589, 2.25801], [-0.65734, -4.31507, 1.34671], [-4.58945, -3.07353, 3.03092], [-4.35553, -1.95794, 1.65356]]
}

=====

Record 4
{
  "formula": "C2H10N4",
  "method": "ωB97M-V/def2-TZVPD",
  "energy_ev": -8194.769,
  "relative_energy_kj_mol": 199.4,
  "smiles": "[H]/N=C/N.NCN",
  "orbital_gap_ha": 0.366,
  "symbols": ["N", "C", "N", "H", "H", "H", "H", "H", "H", "N", "C", "N", "H", "H", "H", "H"],
  "xyz": [[-2.24420, 2.69334, -3.33800], [-1.00023, 2.98757, -2.65476], [-0.07526, 3.71876, -3.33391], [-2.64168, 1.93754, -2.84766], [-2.79823, 3.44985, -3.11834], [-1.33718, 3.22867, -1.59642], [-0.57880, 1.97882, -2.49778], [0.15956, 4.61545, -3.10823], [0.07081, 3.55780, -4.30040], [1.25321, -2.98810, 4.12375], [1.72923, -4.29714, 3.77492], [0.83929, -5.30496, 3.82152], [2.07216, -2.33145, 3.99542], [0.44247, -2.73648, 3.70597], [2.85694, -4.30847, 3.78353], [1.25190, -6.20120, 3.59038]]
}

=====

Record 5
{
  "formula": "C17H34N8O2Ti",
  "method": "ωB97M-V/def2-TZVPD",
  "energy_ev": -57296.293,
  "relative_energy_kj_mol": 13.5,
  "charge": 2,
  "orbital_gap_ha": [0.255, 0.261],
  "symbols": ["Ti", "C", "C", "C", "C", "C", "C", "C", "C", "C", "C", "H", "H", "H", "H", "H", "H", "H", "H", "H", "H", "H", "H", "H", "H", "N", "N", "C", "N", "N", "N", "O", "O", "H", "H", "H", "H", "H", "N", "C", "C", "C", "C", "N", "H", "H", "H", "H", "H", "H", "H", "H", "H", "H", "H", "H", "C", "C", "N", "H", "H", "H"],
  "xyz": [[0.13967, 0.59857, 0.31508], [-1.66102, -2.44097, 3.26044], [-2.43279, -1.74780, 2.14326], [-2.57791, -0.25161, 2.40103], [-1.84961, -2.00088, 0.77033], [-0.53327, -2.42131, 0.58090], [-0.07145, -2.79169, -0.68563], [-0.88851, -2.71091, -1.80522], [-0.41988, -3.17440, -3.15677], [-2.19762, -2.24459, -1.61805], [-2.66890, -1.91466, -0.36054], [-2.19839, -2.33427, 4.20286], [-0.66865, -2.01039, 3.39469], [-1.53835, -3.50605, 3.06363], [-3.44046, -2.17235, 2.13697], [-1.62724, 0.28224, 2.25848], [-2.89135, -0.06152, 3.42920], [-3.32310, 0.21199, 1.75179], [0.11508, -2.57326, 1.43704], [0.93645, -3.18189, -0.78959], [-0.74472, -4.20131, -3.33412], [0.66749, -3.15988, -3.23345], [-0.83599, -2.56321, -3.95755], [-2.86859, -2.19406, -2.46823], [-3.70592, -1.61777, -0.24269], [3.73119, 0.44738, -0.91416], [3.92172, 1.74863, -0.42812], [3.00589, 2.34659, 0.36095], [3.39917, 3.38482, 1.09214], [1.73538, 1.94570, 0.31779], [0.90918, 2.28884, 1.37679], [-0.35334, 2.33712, 0.96522], [1.26588, 2.46561, 2.55694], [4.27062, -0.20078, -0.34964], [4.09362, 0.41194, -1.85968], [4.86403, 2.10844, -0.38920], [4.37023, 3.64231, 1.15290], [2.76277, 3.79186, 1.76013], [0.72185, -0.11087, -1.62993], [0.98763, 0.77743, -2.81288], [0.31075, 2.13742, -2.79725], [-1.21714, 2.14445, -2.91838], [-1.96097, 2.22477, -1.59954], [-1.78482, 0.99347, -0.76935], [1.57927, -0.63435, -1.46185], [0.03036, -0.80862, -1.89659], [0.69341, 0.23547, -3.71336], [2.06459, 0.92198, -2.86565], [0.73221, 2.67302, -3.65043], [0.61572, 2.70433, -1.91276], [-1.56384, 1.27997, -3.49750], [-1.52038, 3.01979, -3.49402], [-3.02595, 2.36854, -1.78541], [-1.60984, 3.07187, -1.01328], [-2.11912, 0.19937, -1.31470], [-2.44711, 1.06037, 0.00211], [1.55925, -0.10040, 4.48507], [1.30118, -0.18330, 3.06480], [1.08792, -0.29123, 1.94047], [2.61005, 0.13917, 4.64716], [1.31958, -1.05519, 4.95318], [0.94410, 0.69606, 4.90416]]
}

=====

Record 6
{
  "formula": "C8H18BrN",
  "method": "ωB97M-V/def2-TZVPD",
  "energy_ev": -80118.465,
  "relative_energy_kj_mol": 152.5,
  "orbital_gap_ha": 0.283,
  "symbols": ["C", "C", "C", "N", "C", "C", "C", "C", "C", "H", "H", "H", "H", "H", "H", "H", "H", "H", "H", "H", "H", "H", "H", "H", "H", "H", "H", "Br"],
  "xyz": [[6.56276, 2.81891, 21.55043], [7.57229, 3.01526, 20.36087], [6.66035, 3.35508, 19.04265], [6.15539, 4.89850, 19.01502], [7.24556, 5.92077, 19.53238], [5.65297, 5.20229, 17.55194], [4.82257, 6.39561, 17.82013], [4.20854, 6.31236, 19.28046], [4.85075, 4.99033, 19.71309], [5.59539, 2.43099, 21.23133], [6.57323, 3.81680, 21.98885], [6.95283, 2.15850, 22.32489], [7.94051, 2.04388, 20.03082], [8.43309, 3.57711, 20.72344], [5.73788, 2.77699, 18.98822], [7.10704, 3.20410, 18.05991], [8.18000, 5.52281, 19.13670], [7.31671, 5.77922, 20.61081], [7.13220, 6.96029, 19.22473], [6.57141, 5.54281, 17.07379], [5.15006, 4.31434, 17.16888], [5.41194, 7.30588, 17.70989], [3.99016, 6.54617, 17.13272], [4.68022, 7.17976, 19.74223], [3.12057, 6.36091, 19.32601], [4.89393, 4.71176, 20.76601], [4.24410, 4.21564, 19.24413], [8.53876, 5.85048, 16.81087]]
}

=====

For the records above, the corresponding M values read 108.1, 382.8, 532.7, 90.1, 430.4, 208.1 g mol⁻¹.